Here is a single C25H25N3O4S molecule in a non-equilibrium geometry from the Open Molecules 2025 dataset. Energies are from ωB97M-V/def2-TZVPD.

Geometry (Å):
C 5.6886 0.0309 1.7990
N 6.1049 0.1827 0.4246
C 7.4559 -0.2624 0.1606
S 4.9646 -0.4873 -0.6325
O 5.5205 -0.4335 -1.9528
O 4.4947 -1.7578 -0.1505
C 3.6526 0.7212 -0.5005
C 3.8707 1.9854 -1.0143
C 2.8552 2.9228 -0.9226
C 1.6465 2.5999 -0.3290
C 1.4372 1.3213 0.1868
N 0.2490 0.9225 0.7909
C -0.9218 1.6009 0.8793
O -1.1099 2.7392 0.5155
C -2.0251 0.7396 1.5414
C -3.2875 1.5781 1.7416
C -3.8059 1.9751 0.3933
C -4.2013 3.2619 0.0696
C -4.6247 3.5527 -1.2150
C -4.6412 2.5628 -2.1834
C -4.2428 1.2760 -1.8665
C -3.8300 0.9791 -0.5774
C -3.4576 -0.4163 -0.1667
N -2.3238 -0.4473 0.7464
C -1.5748 -1.5545 0.9157
O -0.5638 -1.5513 1.6138
C -2.0134 -2.7920 0.2087
C -3.1633 -3.4693 0.5980
C -3.5118 -4.6537 -0.0259
C -2.7194 -5.1643 -1.0407
C -1.5668 -4.4978 -1.4215
C -1.2065 -3.3191 -0.7929
C 2.4614 0.3756 0.0975
H 4.6873 0.4454 1.8995
H 5.6687 -1.0217 2.1038
H 6.3723 0.5837 2.4423
H 7.5978 -0.2416 -0.9171
H 7.6341 -1.2800 0.5272
H 8.1574 0.4226 0.6377
H 4.8170 2.2042 -1.4800
H 3.0006 3.9163 -1.3183
H 0.8555 3.3290 -0.2664
H 0.2503 -0.0276 1.1767
H -1.6326 0.3878 2.5055
H -4.0335 0.9861 2.2801
H -3.0436 2.4584 2.3351
H -4.1677 4.0354 0.8215
H -4.9327 4.5567 -1.4655
H -4.9602 2.7936 -3.1887
H -4.2532 0.5011 -2.6196
H -4.3309 -0.8720 0.3247
H -3.2192 -1.0208 -1.0462
H -3.7722 -3.0805 1.4016
H -4.4024 -5.1806 0.2830
H -2.9960 -6.0873 -1.5280
H -0.9410 -4.9001 -2.2037
H -0.3008 -2.8026 -1.0745
H 2.3346 -0.6266 0.4792

The HOMO energy comes out at -0.31799 Eh. The SMILES is CN(C)S(=O)(=O)c1cccc(NC(=O)[C@H]2Cc3ccccc3CN2C(=O)c2ccccc2)c1. The LUMO energy comes out at 0.54 eV. The relative energy (zero: lowest compared OMol25 entry of this formula, charge and spin) comes out at 0.000 eV. As for the net charge: 0.

***

Here is 4 unconnected molecules or ions with the total composition C8H24O4 in a non-equilibrium geometry from the Open Molecules 2025 dataset. Energies are from ωB97M-V/def2-TZVPD.

Geometry (Å):
C -0.3092 -24.6583 10.9038
C -1.2444 -24.7080 9.6940
O -0.7631 -25.5515 8.6447
H -0.7768 -24.1651 11.7571
H 0.5912 -24.1205 10.6147
H -0.0997 -25.6766 11.2411
H -1.4097 -23.6781 9.3823
H -2.2108 -25.1594 9.9505
H -0.8683 -26.4585 8.9366
C -0.9968 -24.6021 15.2964
C -1.5904 -24.5653 16.6922
O -2.8916 -23.9578 16.6846
H 0.0924 -24.5049 15.3399
H -1.3043 -23.7435 14.6966
H -1.2258 -25.5059 14.7296
H -0.9449 -23.9864 17.3497
H -1.7315 -25.5494 17.1479
H -3.4214 -24.3818 16.0050
C 3.2801 -20.6069 15.9285
C 2.2381 -20.4386 14.8438
O 0.9407 -20.7477 15.3705
H 3.1689 -19.8657 16.7260
H 4.3018 -20.4330 15.5816
H 3.1786 -21.5876 16.3897
H 2.3837 -21.1259 14.0113
H 2.2415 -19.4263 14.4301
H 0.5699 -20.0019 15.8491
C -2.5296 -20.7550 11.6513
C -1.4402 -20.3766 12.6192
O -0.6678 -21.5744 12.8897
H -2.9279 -19.8592 11.1612
H -3.3936 -21.1917 12.1465
H -2.1314 -21.3740 10.8490
H -1.8385 -20.1416 13.6153
H -0.7790 -19.5572 12.3259
H -0.0833 -21.3932 13.6357

The HOMO energy comes out at -0.36564 Eh. The SMILES is CCO.CCO.CCO.CCO. The LUMO energy comes out at 0.64 eV. The relative energy (zero: lowest compared OMol25 entry of this formula, charge and spin) comes out at 0.949 eV. As for the net charge: 0.

***

Here is a molecular structure, C19H29N3O in a non-equilibrium geometry from the Open Molecules 2025 dataset. Energies are from ωB97M-V/def2-TZVPD.

Geometry (Å):
C 3.1666 -2.8574 2.2972
H 3.7597 -2.7548 1.2802
H 3.5541 -3.5422 2.8782
H 3.1170 -1.8938 2.6249
C 2.0019 -3.4257 1.7295
C 2.0374 -4.8578 1.4052
H 2.5090 -5.4616 2.2561
H 2.5969 -4.9965 0.3590
H 1.0018 -5.3857 1.0331
H 1.2461 -3.4617 2.7680
C 1.0278 -2.7289 0.9206
N 1.1089 -1.3636 1.2531
C 0.2387 -0.8417 2.1422
H -0.0319 -1.7546 3.0208
H 0.4151 -0.0601 2.6983
C -1.2851 -0.6774 1.8202
N -1.1717 0.4921 0.6990
C -0.3205 0.0006 -0.2924
H -0.4918 0.7054 -1.2355
C 1.0061 -0.2211 0.3044
C 1.6858 1.0546 0.5681
H 1.0257 1.4548 1.6694
H 1.4242 1.7829 -0.1428
C 3.0656 1.0130 1.1790
O 3.8519 0.4514 -0.2929
H 3.7168 1.3537 -0.8528
H 3.3829 0.3101 1.6824
H 3.3172 1.8544 1.4197
H 1.7453 -0.5866 -0.4847
H -0.7012 -0.9113 -0.8112
C -2.6643 0.6319 0.1511
C -2.4395 1.9192 -0.6938
C -2.3984 3.2431 -0.0840
N -2.1636 4.2094 -1.1235
C -2.3338 3.5293 -2.2839
C -2.5934 3.9226 -3.5627
C -2.5190 3.0273 -4.7826
C -2.7573 1.8373 -4.1392
C -2.7118 1.2016 -3.0563
C -2.6030 2.0178 -1.8674
H -2.8138 0.3465 -2.8139
H -2.8190 1.0265 -4.9209
H -2.4603 3.4190 -5.5745
H -2.1623 5.1256 -3.7572
H -2.1446 5.0108 -0.9848
H -2.3008 3.6766 0.8380
H -3.2035 1.0047 1.0378
H -2.9906 0.1069 -0.4855
H -2.0701 -0.5022 2.3860
H -1.6804 -1.7587 1.3602
H 1.7057 -2.6577 -0.1139
H 0.1234 -3.0281 0.5747

The HOMO energy comes out at -0.27025 Eh. The LUMO energy comes out at 0.21 eV. The relative energy (zero: lowest compared OMol25 entry of this formula, charge and spin) comes out at 23.521 eV. As for the net charge: 0.

***

Here is 2 unconnected molecules or ions with the total composition CH9N4 in a non-equilibrium geometry from the Open Molecules 2025 dataset. Energies are from ωB97M-V/def2-TZVPD.

Geometry (Å):
N 2.1909 0.4555 0.6550
C 0.9696 0.0181 0.2669
N 0.8543 -0.6161 -0.8907
N -0.0993 0.2562 0.9915
H 2.1175 1.2455 1.2758
H 2.8059 0.6018 -0.1158
H 1.6610 -1.1064 -1.2541
H -0.0491 -1.0214 -1.0335
H 0.1119 0.7356 1.9004
N -2.2063 -0.0934 -0.3969
H -3.0809 0.4236 -0.2555
H -1.7940 0.0731 -1.3443
H -1.0344 0.0984 0.5809
H -2.4472 -1.0705 -0.3799

The HOMO energy (alpha / beta) comes out at -0.78608 / -0.76600 Eh. The LUMO energy (alpha / beta) comes out at -8.94 / -15.11 eV. The relative energy (zero: lowest compared OMol25 entry of this formula, charge and spin) comes out at 1.411 eV. As for the net charge: +2. The spin multiplicity is 2.

***

Here is 2 unconnected molecules or ions with the total composition CH4FIP2 in a non-equilibrium geometry from the Open Molecules 2025 dataset. Energies are from ωB97M-V/def2-TZVPD.

Geometry (Å):
C -0.0424 -1.2900 0.4310
F 0.7468 -0.8861 1.4080
P -0.2510 1.6790 0.3127
P -0.2583 -0.1111 -0.9453
I -2.1457 -1.3627 1.0696
H 0.3088 -2.2537 0.2265
H -1.3992 2.2550 -0.4252
H 0.8728 2.2473 -0.4728
H 2.1680 -0.2777 -1.6044

The HOMO energy (alpha / beta) comes out at -0.34416 / -0.30913 Eh. The LUMO energy (alpha / beta) comes out at -1.24 / -0.88 eV. The relative energy (zero: lowest compared OMol25 entry of this formula, charge and spin) comes out at 5.496 eV. As for the net charge: 0.

***

Here is 3 unconnected molecules or ions with the total composition C20H33BrCl2N3S2 in a non-equilibrium geometry from the Open Molecules 2025 dataset. Energies are from ωB97M-V/def2-TZVPD.

Geometry (Å):
C -1.4375 -0.7263 0.9495
C -0.1705 -1.1629 0.2871
Cl 0.8697 -2.1052 1.2581
C 0.1283 -0.8655 -0.9533
Cl 1.6148 -1.4998 -1.6280
C -0.6433 -0.0636 -1.9486
C 0.3497 0.9585 -2.5925
N 0.0203 2.3286 -2.1476
C 1.0525 3.3539 -2.3520
C 1.5395 4.0117 -1.0471
C 1.6967 3.0370 0.1250
Br 3.5636 2.7674 0.6303
C -1.1181 2.5496 -1.6039
C -1.6565 3.8271 -1.1325
C -3.1732 3.7370 -0.8614
C -3.4013 3.2858 0.6026
S -4.7830 2.1338 0.8258
S -1.9974 1.0463 -1.4764
H -1.5854 -1.3189 1.8413
H -1.3306 0.2925 1.3055
H -2.3138 -0.7916 0.3197
H -0.9867 -0.6670 -2.7767
H 0.2164 0.9965 -3.6688
H 1.3880 0.8594 -2.3126
H 0.7185 4.1340 -3.0289
H 1.9210 2.8904 -2.7964
H 0.8508 4.7934 -0.7567
H 2.4965 4.4719 -1.2418
H 1.2976 2.0445 -0.0477
H 1.2136 3.4130 1.0137
H -1.5324 4.5272 -1.9595
H -1.1255 4.2071 -0.2712
H -3.6371 3.0373 -1.5476
H -3.6318 4.6988 -1.0444
H -2.4973 2.7937 0.9536
H -3.5509 4.1570 1.2215
H -4.5907 1.2714 -0.1862
C 1.6302 -4.7769 -3.5141
C 0.8235 -5.4797 -2.4277
C 1.2624 -6.9298 -2.2043
C 1.0429 -7.7565 -3.3897
N 0.8798 -8.3968 -4.3281
H 1.5053 -5.2636 -4.4823
H 1.3024 -3.7423 -3.6190
H 2.6942 -4.7709 -3.2693
H -0.2376 -5.4486 -2.6836
H 0.9399 -4.9340 -1.4880
H 0.7023 -7.3571 -1.3710
H 2.3174 -6.9649 -1.9272
C -0.1767 -0.9013 5.8346
C 1.2872 -0.5800 5.5547
C 1.5002 0.8545 5.0580
C 0.8438 1.0946 3.7757
N 0.3169 1.2807 2.7728
H -0.7825 -0.8232 4.9297
H -0.2762 -1.9186 6.2116
H -0.5911 -0.2232 6.5826
H 1.6828 -1.2881 4.8240
H 1.8635 -0.7143 6.4709
H 2.5682 1.0477 4.9437
H 1.1265 1.5681 5.7942

The HOMO energy comes out at -0.43670 Eh. The LUMO energy comes out at -3.64 eV. As for the net charge: +1.

***

Here is 2 unconnected molecules or ions with the total composition C2H7N in a non-equilibrium geometry from the Open Molecules 2025 dataset. Energies are from ωB97M-V/def2-TZVPD.

Geometry (Å):
N 1.9646 -0.6368 0.2305
H 2.7024 -0.0238 -0.0443
H 2.2034 -1.5148 -0.2025
H 1.2348 -0.2214 -0.3461
C -0.9330 0.8457 0.3269
C -1.5948 -0.0338 -0.4519
H -0.7284 0.6053 1.2971
H -0.2039 1.6262 -0.0465
H -2.2079 -0.7645 0.0125
H -1.5863 -0.1209 -1.5341

The HOMO energy (alpha / beta) comes out at -0.57197 / -0.54421 Eh. The LUMO energy (alpha / beta) comes out at -5.96 / -10.40 eV. The relative energy (zero: lowest compared OMol25 entry of this formula, charge and spin) comes out at 2.217 eV. As for the net charge: +1. The spin multiplicity is 2.

***

Here is a molecular structure, C27H74O11V in a non-equilibrium geometry from the Open Molecules 2025 dataset. Energies are from ωB97M-V/def2-TZVPD.

Geometry (Å):
V 2.4569 1.1030 -0.2537
O 0.3729 0.3013 -0.2551
H -0.2167 0.5406 -0.9965
O 4.4075 1.7909 -0.5401
H 5.3151 2.0043 -0.2479
C 2.6977 -5.3163 1.2741
C 1.4353 -4.4551 1.0938
C 0.4680 -4.6292 2.3651
O 1.7116 -3.0724 0.8429
H 3.4262 -5.1939 0.4726
H 2.2899 -6.3244 1.2012
H 3.1744 -5.1372 2.2378
H 0.9384 -5.0414 0.3208
H 0.5834 -5.6477 2.7357
H -0.5460 -4.3831 2.0498
H 0.8041 -4.0146 3.2001
H 0.9004 -2.8169 0.3976
C -2.3312 -1.5948 2.8788
C -1.2816 -0.4987 3.1125
C 0.1961 -0.9035 3.4389
O -1.2439 0.5213 2.0719
H -3.2677 -1.1210 2.5845
H -2.5129 -2.1973 3.7688
H -2.1111 -2.3872 2.1634
H -1.5917 0.0529 4.0000
H 0.2462 -1.4968 4.3519
H 0.8502 -0.0393 3.5543
H 0.6459 -1.5243 2.6640
H -0.8416 0.2204 1.2539
C -4.8906 0.5143 -3.8350
C -6.3984 0.3113 -3.9980
C -7.0157 -0.8738 -3.3231
O -6.9763 1.5507 -3.7727
H -4.5575 1.5170 -4.1029
H -4.3646 -0.2884 -4.3518
H -4.5516 0.4965 -2.7992
H -6.5668 0.0378 -5.0396
H -6.6855 -1.7726 -3.8439
H -8.0896 -0.7976 -3.4934
H -6.7943 -0.7921 -2.2589
H -6.5201 1.8736 -2.9921
C 3.4704 2.6156 3.0448
C 1.9742 2.6949 2.7668
C 1.7335 4.1146 2.2213
O 1.7002 1.8192 1.7270
H 3.8389 3.3161 3.7942
H 4.0030 2.7170 2.0991
H 3.7114 1.5856 3.3077
H 1.3369 2.4622 3.6199
H 0.7309 4.4135 2.5274
H 1.7813 4.3521 1.1586
H 2.3360 4.8639 2.7348
H 0.8049 1.4776 1.7850
C 4.1371 -1.4914 2.9162
C 4.4400 -0.8358 1.5504
C 5.2523 -1.7518 0.5739
O 3.2184 -0.6940 1.0007
H 3.5972 -0.8136 3.5774
H 5.0437 -1.7396 3.4681
H 3.7242 -2.4916 2.7850
H 4.9098 0.1446 1.6293
H 6.2533 -1.7391 1.0051
H 5.2928 -1.3426 -0.4355
H 4.8474 -2.7614 0.6434
H 2.8732 -1.5600 0.7714
C -2.2929 3.8225 2.8285
C -3.3347 3.2351 1.9673
C -2.9166 3.2019 0.4917
O -3.7772 1.8706 2.3270
H -2.7122 4.0376 3.8113
H -1.9541 4.7218 2.3141
H -1.4712 3.1071 2.7965
H -4.2633 3.8042 2.0125
H -2.0734 2.5735 0.2050
H -2.7337 4.2162 0.1369
H -3.6458 2.7899 -0.2058
H -2.9835 1.3379 2.2375
C -2.3246 -1.4681 -2.0592
C -2.3296 -2.1857 -0.7168
C -3.0491 -3.4834 -0.7539
O -1.0072 -2.3511 -0.2374
H -3.2553 -1.5344 -2.6228
H -1.5129 -1.8513 -2.6776
H -1.9758 -0.4371 -2.0000
H -2.9532 -1.6397 -0.0089
H -3.3141 -3.8551 0.2360
H -2.3320 -4.2163 -1.1237
H -3.9283 -3.5149 -1.3974
H -0.3892 -1.6189 -0.2974
C 1.2091 -1.0497 -3.7382
C 2.3491 -1.1069 -2.6062
C 3.4986 -1.9123 -3.2236
O 2.8140 0.1859 -2.2459
H 0.6967 -1.9777 -3.9919
H 1.6878 -0.7490 -4.6702
H 0.4319 -0.4253 -3.2976
H 1.8505 -1.4554 -1.7018
H 4.1938 -1.2934 -3.7908
H 3.0611 -2.7472 -3.7710
H 4.1042 -2.4477 -2.4923
H 3.5071 0.2529 -2.9067
C 0.4377 4.9137 -1.7711
C 0.5808 3.3497 -1.8566
C 0.7056 2.7628 -3.3457
O 1.7015 2.9814 -1.0758
H -0.2396 5.1462 -0.9493
H -0.1965 5.1439 -2.6272
H 1.3832 5.4361 -1.6256
H -0.2875 2.9239 -1.3538
H 1.7323 2.5317 -3.6297
H 0.3992 3.4589 -4.1264
H -0.0156 1.9592 -3.4947
H 2.3491 3.6833 -1.1739

The HOMO energy (alpha / beta) comes out at -0.23856 / -0.30991 Eh. The LUMO energy (alpha / beta) comes out at 0.45 / 0.45 eV. The relative energy (zero: lowest compared OMol25 entry of this formula, charge and spin) comes out at 0.000 eV. As for the net charge: 0. The spin multiplicity is 4.

***

| no. | electronic energy (eV) |
| --- | --- |
| 1 | -49827.27622 |
| 2 | -16873.76043 |
| 3 | -26669.41884 |
| 4 | -7123.07508 |
| 5 | -30493.08823 |
| 6 | -142496.32758 |
| 7 | -3666.03457 |
| 8 | -77408.37127 |